Below is the ion C9H20NP2 with charge +1 at a distorted geometry, with properties calculated with ωB97M-V/def2-TZVPD.

Values from the calculation:
LUMO level	-3.2	eV
energy	-29716.2193	eV
charge	+1
SMILES string	C=P[C@H]1CC[C@H](C)[P@@]1(CC)=[NH+]C
ΔE to the lowest compared entry with this formula, charge and spin	0.0	kcal/mol
frontier orbital gap	9.86	eV

Last columns: bonded neighbours and bond lengths (Å).
Positions of all 32 atoms, in Å:
1 C -1.247 -0.324 -3.870  P2 1.648, H13 1.088, H14 1.042
2 P -0.953 0.743 -2.648  C1 1.648, C3 1.901
3 C -0.171 -0.421 -1.364  P2 1.901, C4 1.561, P8 1.817, H15 1.185
4 C 1.328 -0.721 -1.682  C3 1.561, C5 1.500, H16 1.020, H17 1.102
5 C 1.817 -1.323 -0.398  C4 1.500, C6 1.593, H18 1.182, H19 1.178
6 C 1.571 -0.368 0.853  C5 1.593, C7 1.507, P8 1.814, H20 1.036
7 C 1.713 -1.130 2.144  C6 1.507, H21 1.158, H22 1.076, H23 1.066
8 P -0.067 0.215 0.335  C3 1.817, C6 1.814, C9 1.845, N11 1.641
9 C -1.490 -0.527 1.245  P8 1.845, C10 1.548, H24 1.069, H25 1.054
10 C -2.730 0.249 0.739  C9 1.548, H26 1.038, H27 1.213, H28 1.097
11 N 0.006 1.847 0.191  P8 1.641, C12 1.531, H29 1.024
12 C 0.304 2.773 1.373  N11 1.531, H30 1.178, H31 1.033, H32 1.001
13 H -1.687 -0.004 -4.811  C1 1.088
14 H -1.051 -1.347 -3.873  C1 1.042
15 H -0.906 -1.350 -1.366  C3 1.185
16 H 1.762 0.188 -1.843  C4 1.020
17 H 1.482 -1.547 -2.396  C4 1.102
18 H 1.208 -2.335 -0.370  C5 1.182
19 H 2.957 -1.601 -0.286  C5 1.178
20 H 2.219 0.423 0.685  C6 1.036
21 H 1.156 -2.141 2.058  C7 1.158
22 H 1.468 -0.591 3.043  C7 1.076
23 H 2.752 -1.141 2.381  C7 1.066
24 H -1.265 -1.531 0.957  C9 1.069
25 H -1.408 -0.328 2.276  C9 1.054
26 H -3.106 1.118 1.164  C10 1.038
27 H -2.588 0.359 -0.460  C10 1.213
28 H -3.595 -0.395 0.940  C10 1.097
29 H -0.873 2.131 -0.250  N11 1.024
30 H 0.719 2.247 2.342  C12 1.178
31 H 1.082 3.428 1.195  C12 1.033
32 H -0.408 3.401 1.695  C12 1.001